1.
ORCA calculation (wB97M-V/def2-TZVPD) on a structure of composition C8H13AlBeF3NO5P.

Computed properties:
E_LUMO = -14.79 eV
Maximum force = 6.292 eV/Å
HOMO level = -16.28 eV
Charge = +3
Frontier orbital gap = 1.4881 eV
DFT total energy = -1640.109250 hartree

Cartesian coordinates (Å):
1 C 2.68730 1.55568 -2.04598
2 P 1.42067 0.59778 -1.13521
3 N -0.20529 1.18824 -1.41262
4 C -1.11330 0.21912 -1.95085
5 O -2.13486 -0.00959 -1.42887
6 F -0.73984 -0.47448 -3.07786
7 C -0.24752 2.43930 -2.13676
8 O 0.03706 2.60215 -3.26058
9 F -0.67798 3.41214 -1.40064
10 H 2.43698 2.59994 -2.22886
11 H 3.62855 1.53935 -1.49376
12 H 2.89492 1.06125 -2.98943
13 H 1.66646 0.85631 0.22610
14 Be 1.34464 -1.50834 -3.18546
15 C 2.78335 -0.69649 3.38577
16 C 1.39658 -0.12946 3.24795
17 O 0.72681 -0.36297 2.26862
18 C 0.86369 0.73645 4.39111
19 H 3.02078 -1.29012 2.50180
20 H 3.52838 0.10845 3.47392
21 H 2.84457 -1.33994 4.26614
22 H 1.49835 1.64701 4.57639
23 H 0.83277 0.14998 5.31152
24 H -0.14347 1.07439 4.15006
25 C -4.80256 -1.90063 -2.00424
26 C -5.61321 -2.92700 -3.00097
27 O -6.34680 -2.30645 -3.72384
28 O -5.28605 -4.06332 -2.77990
29 H -5.10040 -0.87602 -2.20526
30 H -5.04947 -2.16740 -0.97617
31 H -3.73773 -2.02254 -2.18318
32 F 4.80032 -2.38541 2.95244
33 Al 2.78631 2.67261 3.86862

Atomic forces in eV per Å
C -0.1 0.0 0.1
P 0.5 -0.8 -1.2
N 1.1 -0.7 -1.0
C -0.4 0.7 1.6
O -0.4 -0.5 -0.6
F 0.6 0.2 0.1
C -0.6 0.8 -0.4
O 0.4 -0.6 -0.8
F -0.1 0.2 1.1
H -0.1 0.0 0.0
H -0.1 -0.1 0.3
H -0.1 0.2 -0.2
H -0.3 -0.3 0.0
Be -0.1 0.7 1.1
C -0.2 0.0 0.0
C 0.4 -0.3 -0.1
O -0.3 0.5 0.0
C -0.5 -0.3 -0.3
H 0.2 0.0 0.1
H 0.1 -0.2 0.2
H 0.2 0.1 0.1
H -1.2 -1.3 0.7
H 0.2 0.2 0.1
H 0.1 0.2 0.1
C 1.8 2.8 2.5
C -3.1 -4.1 -3.6
O 0.9 1.7 1.2
O 1.3 1.1 1.5
H -0.5 -0.3 -0.5
H -0.5 -0.7 -0.3
H -0.2 -0.6 -0.6
F -0.3 0.2 -0.2
Al 1.3 1.1 -0.4

Here are the Mulliken charges for atoms 1 to 2, given in e:
1. C -0.849
2. P 0.264

=====

2.
ORCA calculation (wB97M-V/def2-TZVPD) on a structure of composition C24H31AsF6N2O4PtSi2.

Computed properties:
E_LUMO (alpha / beta) = 4.67 / 4.66 eV
Maximum force = 0.500 eV/Å
<S²> = 2.02
HOMO level (alpha / beta) = -1.09 / -1.83 eV
Multiplicity = 3
Charge = -2
Frontier orbital gap (alpha / beta) = 5.7638 / 6.4925 eV
DFT total energy = -4877.031659 hartree

Cartesian coordinates (Å):
1 Pt -0.31742 -0.32088 0.02627
2 O 4.19445 -0.57174 3.24464
3 C 3.25607 -0.37708 4.18121
4 C 3.65885 -0.37348 5.52077
5 C 2.73504 -0.19313 6.53422
6 C 1.38857 -0.00875 6.23495
7 C 0.99020 -0.00442 4.90520
8 C 1.89566 -0.18559 3.86702
9 C 1.37319 -0.15579 2.45416
10 O 0.14759 0.05810 2.28149
11 N 2.30582 -0.34960 1.53148
12 N 1.79948 -0.34841 0.23351
13 C 2.63625 -0.11302 -0.69816
14 C 2.38265 -0.11268 -2.13257
15 C 3.48625 0.22844 -2.92674
16 C 3.43707 0.28712 -4.30342
17 C 2.21417 -0.00548 -4.92590
18 C 1.10867 -0.34264 -4.18608
19 C 1.12882 -0.41879 -2.75817
20 O 0.06230 -0.78749 -2.14809
21 H 3.69793 -0.55851 2.36121
22 H 4.71082 -0.51831 5.73596
23 H 3.06907 -0.19549 7.56672
24 H 0.66215 0.13426 7.02542
25 H -0.04519 0.14593 4.62491
26 H 3.65826 0.10857 -0.38498
27 H 4.41642 0.46427 -2.41677
28 H 4.31045 0.56399 -4.87993
29 H 2.13576 0.03897 -6.00793
30 H 0.16086 -0.56328 -4.66403
31 C -2.48587 -2.61838 -2.86891
32 Si -1.85483 -3.39933 -1.29235
33 C -0.16443 -4.11878 -1.65533
34 C -2.99703 -4.86672 -0.94060
35 As -1.73871 -2.14326 0.68504
36 Si -2.91584 -0.04854 -0.02124
37 C -3.07371 1.10914 1.44604
38 C -4.64626 -0.84221 -0.12389
39 C -2.86498 0.90422 -1.63906
40 H -2.49866 -3.38135 -3.65679
41 H -1.81101 -1.80993 -3.15904
42 H -3.49550 -2.21543 -2.75956
43 H -0.22386 -4.92638 -2.39414
44 H 0.28755 -4.51219 -0.74048
45 H 0.48425 -3.32412 -2.03364
46 H -2.98554 -5.58583 -1.76870
47 H -4.02721 -4.52854 -0.78818
48 H -2.68227 -5.38419 -0.02873
49 H -3.19419 0.51937 2.36047
50 H -3.94817 1.76146 1.33009
51 H -2.17371 1.71734 1.55153
52 H -4.88760 -1.39283 0.78902
53 H -4.73769 -1.53280 -0.96727
54 H -5.37490 -0.03268 -0.25894
55 H -2.03761 1.61773 -1.61970
56 H -3.82025 1.42735 -1.77777
57 H -2.71097 0.22157 -2.47781
58 C -0.87650 4.30654 -0.32831
59 C 0.24442 3.25539 -0.16339
60 O -0.19854 2.02271 -0.42492
61 C 0.78371 3.38989 1.28779
62 F 1.15101 4.65639 1.61799
63 F 1.85235 2.62059 1.52884
64 F -0.16495 3.04562 2.16815
65 C 1.38113 3.64253 -1.15592
66 F 2.42843 2.81098 -1.11386
67 F 1.88697 4.88957 -0.96435
68 F 0.91820 3.62735 -2.41786
69 H -1.62830 4.12014 0.43839
70 H -1.32982 4.13255 -1.30283
71 H -0.52929 5.33999 -0.25616

Atomic forces in eV per Å
Pt -0.2 -0.3 0.2
O 0.0 -0.1 -0.1
C -0.1 0.0 0.1
C 0.0 0.0 -0.1
C -0.1 0.0 0.0
C 0.0 0.0 -0.1
C 0.0 0.0 0.1
C 0.1 0.0 -0.1
C 0.1 0.0 0.2
O 0.0 0.0 0.0
N -0.2 0.0 -0.3
N 0.0 0.2 0.4
C 0.1 -0.2 -0.3
C 0.1 0.1 0.1
C 0.0 0.0 0.0
C -0.1 0.0 0.0
C 0.1 0.0 0.0
C 0.0 0.0 0.1
C 0.0 -0.1 0.0
O 0.0 0.2 -0.1
H 0.0 0.1 0.0
H 0.0 0.0 0.0
H 0.0 0.0 0.0
H 0.0 0.0 0.0
H 0.0 0.0 0.0
H 0.0 0.0 -0.1
H 0.0 0.0 0.0
H 0.0 0.0 0.0
H 0.0 0.0 0.0
H 0.0 0.0 0.0
C -0.1 0.1 -0.2
Si 0.0 0.0 0.2
C 0.2 0.0 0.0
C -0.1 -0.1 0.1
As 0.2 -0.1 -0.1
Si -0.1 0.2 -0.1
C 0.0 0.1 0.1
C -0.1 -0.2 0.1
C 0.1 0.1 -0.1
H 0.0 0.0 0.0
H 0.0 -0.1 0.0
H 0.0 0.0 0.0
H 0.0 0.0 0.0
H 0.0 0.0 0.0
H 0.0 0.0 0.0
H 0.0 0.0 0.0
H 0.0 0.0 0.0
H 0.0 0.0 -0.1
H 0.0 0.1 0.0
H 0.0 0.0 0.0
H 0.0 0.0 0.0
H 0.0 0.0 0.0
H 0.0 0.0 0.0
H 0.0 0.0 0.0
H 0.0 0.0 0.0
H 0.0 0.0 0.0
H 0.0 0.0 0.0
C 0.0 0.0 0.0
C -0.1 -0.1 0.0
O 0.1 0.0 -0.1
C 0.0 -0.2 -0.1
F 0.1 0.3 0.0
F 0.0 0.0 0.0
F -0.1 0.0 0.1
C -0.1 -0.2 0.1
F 0.1 0.0 0.0
F 0.1 0.2 0.0
F 0.0 0.0 -0.1
H 0.0 0.0 0.0
H 0.0 0.0 0.0
H 0.0 0.0 0.0

Here are the Mulliken charges for atoms 1 to 2, given in e:
1. Pt 3.209
2. O -0.712

=====

3.
ORCA calculation (wB97M-V/def2-TZVPD) on the molecule CH2N2O2.

Computed properties:
E_LUMO = 0.53 eV
Maximum force = 3.460 eV/Å
HOMO level = -10.00 eV
Charge = 0
Frontier orbital gap = 10.5303 eV
DFT total energy = -299.149563 hartree
SMILES = O=C1NN1O

Cartesian coordinates (Å):
1 C 1.97942 -0.03535 -0.06689
2 N 1.05829 -1.08354 -0.24765
3 N 0.89209 0.32408 -0.78002
4 O 3.04332 0.29042 0.33190
5 O 0.00357 1.13546 -0.04914
6 H 0.29305 -1.31905 0.55484
7 H -0.77900 1.24447 -0.53487

Atomic forces in eV per Å
C 0.6 -1.2 1.3
N -1.7 -0.6 2.2
N -2.2 1.3 -2.1
O -0.3 0.0 0.1
O 2.4 -0.4 2.1
H 2.7 1.0 -2.0
H -1.5 0.0 -1.7

Here are the Mulliken charges for atoms 1 to 2, given in e:
1. C 0.628
2. N -0.380

=====

4.
ORCA calculation (wB97M-V/def2-TZVPD) on a cluster of 2 separate species, C5H11N2 in total.

Computed properties:
E_LUMO = -5.67 eV
Maximum force = 3.480 eV/Å
HOMO level = -13.72 eV
Charge = +1
Frontier orbital gap = 8.0469 eV
DFT total energy = -306.185431 hartree

Cartesian coordinates (Å):
1 C 0.52119 0.67700 -2.01283
2 C -0.57642 -2.43205 -0.47771
3 C -1.22199 0.92631 0.74716
4 C 1.10764 0.76700 1.64125
5 C -0.36487 0.16845 1.40600
6 N 0.68480 -0.64247 -1.42028
7 N -0.00617 -1.37188 -0.79140
8 H 1.50414 1.02069 -2.27434
9 H 0.17173 0.50059 -3.01388
10 H -1.14892 -3.00581 -1.20775
11 H -0.75534 -2.86361 0.47873
12 H -2.24720 0.65836 0.59335
13 H -0.99647 2.02910 0.76099
14 H -0.13616 1.38159 -1.39576
15 H 2.00677 0.28950 1.28822
16 H 1.13989 0.83240 2.66341
17 H 1.09655 1.78156 1.24492
18 H -0.77918 -0.71675 1.76993

Atomic forces in eV per Å
C -1.0 0.6 1.3
C -1.3 -1.0 -0.3
C -0.2 2.3 1.0
C -2.8 -0.4 -1.5
C 2.6 2.0 -1.2
N 0.2 -1.1 0.2
N 0.7 1.3 -1.5
H 0.6 0.4 0.8
H -1.1 -0.3 -0.4
H 0.5 0.4 -0.7
H 0.5 0.6 1.1
H -0.4 -0.2 -0.1
H -0.2 -1.1 -1.0
H 0.9 -1.0 -0.9
H -0.1 -0.8 -0.3
H 0.7 0.3 2.7
H 0.0 0.0 0.0
H 0.3 -1.8 0.7

Here are the Mulliken charges for atoms 1 to 2, given in e:
1. C -0.555
2. C -0.198

=====

Repeat the third record exactly.
ORCA calculation (wB97M-V/def2-TZVPD) on the molecule CH2N2O2.

Computed properties:
E_LUMO = 0.53 eV
Maximum force = 3.460 eV/Å
HOMO level = -10.00 eV
Charge = 0
Frontier orbital gap = 10.5303 eV
DFT total energy = -299.149563 hartree
SMILES = O=C1NN1O

Cartesian coordinates (Å):
1 C 1.97942 -0.03535 -0.06689
2 N 1.05829 -1.08354 -0.24765
3 N 0.89209 0.32408 -0.78002
4 O 3.04332 0.29042 0.33190
5 O 0.00357 1.13546 -0.04914
6 H 0.29305 -1.31905 0.55484
7 H -0.77900 1.24447 -0.53487

Atomic forces in eV per Å
C 0.6 -1.2 1.3
N -1.7 -0.6 2.2
N -2.2 1.3 -2.1
O -0.3 0.0 0.1
O 2.4 -0.4 2.1
H 2.7 1.0 -2.0
H -1.5 0.0 -1.7

Here are the Mulliken charges for atoms 1 to 2, given in e:
1. C 0.628
2. N -0.380

=====

- charge of number 1 (C8H13AlBeF3NO5P)?
  +3

=====

- What is the formula in the third record?
  CH2N2O2